Entry 1:
Density functional theory data (ωB97M-V/def2-TZVPD) for a single C3H5NOS molecule at a distorted geometry.

The geometry in XYZ format:
```
11
Properties=species:S:1:pos:R:3:forces:R:3:mulliken_charge:R:1
O 0.667 2.136 -0.031 1.04 -1.84 -0.25 -0.61
C 0.626 0.913 0.008 -2.99 2.74 0.94 0.33
N 1.344 -0.160 -0.281 2.11 -0.80 -0.84 -0.05
C 0.309 -1.161 -0.071 -1.66 -0.31 -1.44 -0.40
C -0.559 0.023 0.460 -0.44 0.20 0.37 -0.11
S -2.230 0.354 -0.176 0.01 -0.25 -0.40 -0.29
H 2.305 -0.207 -0.602 -0.25 -0.17 -0.05 0.19
H -0.151 -1.639 -1.022 1.01 0.88 1.39 0.23
H 0.520 -1.935 0.651 0.27 -0.15 0.21 0.28
H -0.685 0.012 1.545 0.46 -0.07 -0.09 0.31
H -2.144 1.665 -0.481 0.44 -0.23 0.15 0.15
```
Positions in Å, forces in eV/Å.

Properties
ΔE to the lowest compared entry with this formula, charge and spin   113.5 kJ/mol
Orbital gap   10.0 eV
Energy   -17564.091 eV
SMILES   O=C1NC[C@@H]1S

Entry 2:
Density functional theory data (ωB97M-V/def2-TZVPD) for a single C3H5NOS molecule at a distorted geometry.

The geometry in XYZ format:
```
11
Properties=species:S:1:pos:R:3:forces:R:3:mulliken_charge:R:1
O 2.177 0.784 -0.152 0.03 -0.10 -0.15 -0.52
C 1.112 0.340 -0.488 0.23 1.05 -0.85 0.28
S 0.160 0.828 -1.875 0.81 1.54 -1.45 -0.27
C 0.297 -0.517 0.335 5.79 0.25 5.89 0.18
C -1.014 -0.006 0.752 -3.39 1.42 0.92 -0.29
N -0.758 -1.212 -0.037 -3.63 1.34 -4.12 -0.47
H 0.950 1.956 -2.071 -0.63 -0.99 -0.06 0.17
H 1.014 -0.906 1.174 -1.43 0.49 -1.24 0.28
H -1.553 -0.164 1.767 1.77 0.23 -1.54 0.24
H -1.471 0.934 0.200 1.03 -2.31 0.95 0.16
H -0.915 -2.039 0.394 -0.57 -2.93 1.64 0.25
```
Positions in Å, forces in eV/Å.

Properties
ΔE to the lowest compared entry with this formula, charge and spin   265.0 kJ/mol
Orbital gap   10.3 eV
Energy   -17562.521 eV
SMILES   O=C(S)[C@H]1CN1

Entry 3:
Density functional theory data (ωB97M-V/def2-TZVPD) for a molecular structure, C3H5NOS at a distorted geometry.

The geometry in XYZ format:
```
11
Properties=species:S:1:pos:R:3:forces:R:3:mulliken_charge:R:1
C 0.792 0.846 -0.943 0.78 -0.61 -0.30 0.31
C -1.379 1.130 0.902 -0.48 0.23 0.82 -0.59
C 1.043 0.161 0.185 -0.64 -1.13 3.16 0.26
N 0.549 1.672 -1.690 -0.61 1.63 -2.30 -0.40
O 1.744 -0.971 0.472 0.78 -0.51 -0.81 -0.51
S 0.059 0.659 1.542 1.25 -0.66 0.23 -0.01
H -2.070 1.630 1.599 0.41 -0.21 -0.79 0.28
H -1.618 0.668 -0.028 -0.67 0.23 -0.51 0.31
H -0.649 -2.527 -0.632 -0.43 1.89 -1.65 0.09
H -0.792 -1.911 -1.177 0.42 -1.88 1.64 -0.07
H 2.322 -1.358 -0.231 -0.82 1.03 0.52 0.34
```
Positions in Å, forces in eV/Å.

Properties
ΔE to the lowest compared entry with this formula, charge and spin   505.4 kJ/mol
Orbital gap (spin up / spin down)   7.9 / 7.0 eV
Energy   -17560.029 eV

Entry 4:
Density functional theory data (ωB97M-V/def2-TZVPD) for a single C3H5NOS molecule at a distorted geometry.

The geometry in XYZ format:
```
11
Properties=species:S:1:pos:R:3:forces:R:3:mulliken_charge:R:1
O -0.991 1.794 0.131 -0.06 -0.16 0.58 -0.50
C -1.505 0.723 -0.070 -1.42 0.25 -1.70 0.03
N -0.859 -0.468 -0.181 -0.50 0.10 0.61 -0.19
C 0.482 -0.512 0.516 -0.52 -1.56 -0.12 -0.28
C 1.581 0.017 -0.363 -0.05 0.23 -0.41 -0.27
S 2.967 0.729 0.016 -0.28 -0.15 0.39 -0.23
H -2.624 0.597 -0.371 1.32 0.36 0.56 0.25
H -1.581 -1.184 -0.430 2.00 0.10 0.81 0.27
H 0.388 0.060 1.461 0.23 -0.49 -0.50 0.29
H 0.768 -1.603 0.704 -0.59 1.39 0.01 0.32
H 1.374 -0.152 -1.413 -0.11 -0.08 -0.23 0.30
```
Positions in Å, forces in eV/Å.

Properties
ΔE to the lowest compared entry with this formula, charge and spin   148.0 kJ/mol
Orbital gap   8.6 eV
Energy   -17563.733 eV
SMILES   O=CNCC=S

Question: Number 1 is which compound?
Answer: C3H5NOS

Question: Which value of ΔE to the lowest compared entry with this formula, charge and spin does entry 4 give?
Answer: 148.0 kJ/mol